[1]
C2H4 in the gas phase in a non-equilibrium geometry. Source: OMol25; level of theory: the ωB97M-V functional and the def2-TZVPD basis.

```
6
Properties=species:S:1:pos:R:3:forces:R:3
C 0.388246 0.212930 0.447138 -2.3 -0.4 1.7
C -0.413709 -0.153246 -0.584973 3.9 -0.6 0.9
H 1.171822 -0.324469 0.943577 1.0 -0.9 -1.3
H 0.097641 0.807497 1.349026 -0.6 0.7 -1.5
H 0.007613 -0.927009 -1.265205 -0.7 0.6 0.4
H -1.251613 0.384297 -0.889563 -1.4 0.7 -0.2
```
Positions in Å, forces in eV/Å.

Properties
- LUMO (Ha) = 0.0507
- energy (hartree) = -78.543741
- net charge = 0
- energy relative to the best compared isomer or geometry (same formula, charge and spin) (eV) = 0.617
- orbital gap (eV) = 11.5
- HOMO level (eV) = -10.2
- structure (SMILES) = C=C

Charges in e, computed with natural (NBO), in the same order as the atoms: C -0.399; C -0.373; H 0.194; H 0.187; H 0.194; H 0.196

[2]
2 unconnected molecules or ions with the total composition C4H13N4O in a non-equilibrium geometry. Source: OMol25; level of theory: the ωB97M-V functional and the def2-TZVPD basis.

```
22
Properties=species:S:1:pos:R:3:forces:R:3
C -1.436755 2.131309 2.077100 -0.6 0.6 -1.0
C -1.033241 2.201718 0.625952 0.9 -0.2 -0.1
O 0.119121 2.080459 0.223993 -0.3 0.2 0.4
N -2.055019 2.226391 -0.296609 0.3 0.3 0.1
H -2.128495 2.967390 2.206160 -0.4 -0.4 0.4
H -0.655236 2.256449 2.803320 0.6 -0.1 -0.1
H -1.680337 2.343265 -1.226050 -0.1 0.1 -0.2
H -2.854319 2.815307 -0.125239 -0.2 -0.2 0.2
H -1.910036 1.151687 2.157264 -0.3 0.2 0.5
C -0.132120 -2.926365 -0.672848 0.8 0.9 -0.5
C 1.514787 -1.078381 -0.612538 0.7 -1.7 1.3
N 2.838148 -0.937161 -0.705979 -0.8 0.8 -0.3
N 1.142053 -2.326522 -0.185068 -1.6 0.0 0.0
N 0.688768 -0.099565 -0.879388 0.9 -0.6 -1.2
H 3.441309 -1.736042 -0.793224 -0.1 -0.1 0.0
H 3.179097 -0.017802 -0.896555 0.6 0.3 0.0
H 1.353652 -2.575199 0.767269 0.7 0.0 0.0
H -0.215472 0.046388 -0.480713 -0.2 -0.3 0.2
H 1.054217 0.628371 -1.458804 -0.2 0.7 0.1
H -0.900772 -3.068214 0.080913 0.1 0.1 0.1
H 0.130375 -3.853002 -1.166287 -0.2 -0.3 0.1
H -0.459727 -2.230481 -1.442670 -0.5 -0.3 0.0
```
Positions in Å, forces in eV/Å.

Properties
- LUMO (Ha) = -0.1007
- energy (hartree) = -454.277279
- net charge = +1
- energy relative to the best compared isomer or geometry (same formula, charge and spin) (eV) = 1.374
- orbital gap (eV) = 10.7
- HOMO level (eV) = -13.4

Charges in e, computed with natural (NBO), in the same order as the atoms: C -0.711; C 0.686; O -0.660; N -0.831; H 0.237; H 0.251; H 0.394; H 0.405; H 0.241; C -0.419; C 0.679; N -0.731; N -0.624; N -0.715; H 0.438; H 0.413; H 0.424; H 0.446; H 0.427; H 0.219; H 0.227; H 0.207

[3]
3 unconnected molecules or ions with the total composition C14H35N3O5S in a non-equilibrium geometry. Source: OMol25; level of theory: the ωB97M-V functional and the def2-TZVPD basis.

```
58
Properties=species:S:1:pos:R:3:forces:R:3
N -2.420434 -1.625969 3.144376 0.0 -0.3 -0.5
C -1.999770 -1.265496 1.754637 -0.2 0.3 1.5
N -2.349163 0.143328 1.503331 0.3 -0.8 -0.7
N -2.793699 -2.109059 0.886606 0.0 0.3 0.2
C -0.463104 -1.475750 1.687015 -0.1 0.4 -0.5
C 0.132295 -1.572631 0.255484 0.9 0.9 0.8
C 1.683343 -1.344621 0.374854 -0.3 -0.3 0.6
C 2.090371 0.107222 0.689659 0.7 -0.3 0.1
O 1.978917 0.967961 -0.482523 -2.6 -0.8 0.3
S 0.346771 1.114272 -0.714521 -1.8 4.7 -2.8
O 0.185396 1.704823 -2.061530 0.9 -1.9 2.0
O -0.289997 2.008638 0.280449 1.7 -2.8 -0.4
C -0.428430 -0.533469 -0.764091 0.9 -1.3 -0.2
H -3.435235 -1.597939 3.098187 0.0 -0.3 0.2
H -2.171516 -0.870722 3.774091 0.3 0.0 0.0
H -3.294494 0.282085 1.834860 -0.1 0.1 0.0
H -1.730907 0.721315 2.055892 0.0 0.3 -0.1
H -2.414021 -3.036217 0.788614 0.0 -0.1 -0.1
H -2.996214 -1.674544 0.001606 0.1 -0.1 -0.1
H -0.178052 -2.381468 2.243293 -0.3 0.2 -0.2
H 0.009389 -0.635199 2.226602 -0.2 -0.3 -0.1
H 0.028617 -2.610890 -0.092187 -0.4 0.5 -0.3
H 2.034680 -1.959619 1.223027 -0.1 0.2 -0.3
H 2.212000 -1.737125 -0.507253 -0.1 0.4 0.1
H 1.498869 0.587168 1.484688 0.2 -0.4 -0.1
H 3.144058 0.149421 0.991365 -0.3 0.0 -0.2
H -1.510151 -0.373392 -0.720168 0.4 0.4 0.3
H -0.212601 -0.935957 -1.769322 0.2 0.5 0.2
C -0.109757 -5.136351 -5.523038 -0.1 0.1 -0.1
C -0.069584 -4.652807 -4.084090 0.0 -0.1 -0.1
O 0.154275 -3.259072 -3.958160 0.2 0.1 0.2
C -0.821509 -2.416105 -4.548344 -0.1 0.1 0.0
C -2.211835 -2.594388 -3.964158 0.0 -0.2 0.0
H 0.794896 -4.835443 -6.053932 0.0 0.0 0.0
H -0.190552 -6.223772 -5.554869 0.0 0.0 0.0
H -0.961879 -4.722902 -6.065276 0.0 -0.1 0.0
H 0.761356 -5.137635 -3.569512 0.0 0.1 0.0
H -0.979970 -4.943230 -3.548225 -0.1 0.0 -0.1
H -0.833375 -2.547151 -5.635022 -0.1 0.0 0.0
H -0.489953 -1.392537 -4.364113 0.2 -0.1 0.0
H -2.616298 -3.585853 -4.175433 0.0 0.0 0.0
H -2.898184 -1.858589 -4.384541 0.0 0.0 0.0
H -2.187973 -2.475555 -2.878038 0.0 0.1 0.0
C 1.105711 4.596800 1.307226 -0.2 0.2 0.0
C 1.972589 3.945179 2.367942 -0.1 0.0 -0.1
O 2.958545 4.804839 2.917475 0.2 -0.1 0.0
C 2.474665 5.960053 3.575601 0.0 0.1 0.0
C 1.580870 5.656793 4.765430 -0.1 -0.1 0.0
H 1.724202 5.031140 0.519059 0.0 -0.1 0.0
H 0.437362 3.854952 0.864446 0.2 0.2 0.1
H 0.491981 5.399551 1.723017 0.0 0.0 0.0
H 2.519450 3.114662 1.916442 0.1 0.1 0.1
H 1.355761 3.515510 3.166205 -0.1 0.0 0.0
H 1.967147 6.618982 2.863247 -0.1 0.0 0.0
H 3.357425 6.499515 3.922412 0.1 -0.1 -0.1
H 0.653022 5.169723 4.459944 0.0 0.1 0.0
H 1.317268 6.578420 5.286371 0.0 0.0 0.0
H 2.087423 4.989107 5.464893 0.0 0.1 0.0
```
Positions in Å, forces in eV/Å.

Properties
- LUMO (Ha) = 0.0168
- energy (hartree) = -1493.013652
- net charge = 0
- orbital gap (eV) = 9.6
- HOMO level (eV) = -9.2
- structure (SMILES) = NC(N)(N)C[C@@H]1CCOS(=O)(=O)C1.CCOCC.CCOCC

Charges in e, computed with natural (NBO), in the same order as the atoms: N -0.846; C 0.400; N -0.853; N -0.861; C -0.431; C -0.222; C -0.433; C -0.125; O -0.650; S 2.267; O -0.922; O -0.929; C -0.662; H 0.358; H 0.345; H 0.363; H 0.371; H 0.373; H 0.374; H 0.233; H 0.200; H 0.228; H 0.223; H 0.232; H 0.201; H 0.220; H 0.284; H 0.265; C -0.645; C -0.064; O -0.540; C -0.069; C -0.642; H 0.215; H 0.217; H 0.203; H 0.186; H 0.158; H 0.166; H 0.193; H 0.205; H 0.223; H 0.199; C -0.664; C -0.059; O -0.539; C -0.063; C -0.644; H 0.210; H 0.257; H 0.194; H 0.179; H 0.152; H 0.162; H 0.184; H 0.202; H 0.214; H 0.210